[1]
Here is one molecule with the formula C22H33N5O4S2 in a non-equilibrium geometry from the Open Molecules 2025 dataset. Energies are from ωB97M-V/def2-TZVPD.

```
66
Properties=species:S:1:pos:R:3:mulliken_charge:R:1
H 4.310 0.012 4.030 0.37
N 2.557 2.021 3.774 0.04
N 2.778 -1.474 -1.147 0.15
C -1.931 0.674 -1.540 -1.04
H -1.091 1.216 -1.971 0.50
N 3.611 0.046 2.074 0.09
O 0.954 -0.154 -1.461 -0.73
H 0.143 3.247 3.035 0.25
C 1.003 -2.316 -2.476 0.00
H 4.069 1.645 0.787 0.55
H 2.154 3.957 4.333 0.37
C -5.767 0.895 -1.989 -1.68
H 1.317 0.314 3.476 0.30
C 2.239 0.624 3.997 -0.52
C 1.720 2.964 4.486 -1.15
H -0.209 2.017 4.254 0.26
H -2.789 -1.656 -0.416 0.48
N -1.760 -0.708 -1.928 0.31
C -2.832 -1.581 -1.509 -0.93
C 1.498 -1.213 -1.690 1.02
H 2.110 0.458 5.068 0.51
C 0.236 3.001 4.094 0.15
H -2.144 -3.312 -4.907 0.34
O 2.939 -2.012 1.449 -0.68
S -1.243 -0.973 -3.485 1.54
H 4.783 1.708 2.411 0.30
C -3.268 1.229 -2.026 -0.73
H -2.003 -4.928 -4.180 0.34
H -4.247 -1.123 -3.045 0.26
H 3.172 -1.295 3.589 0.45
O -2.335 -1.357 -4.345 -0.83
C 3.265 -0.878 1.160 1.13
H -4.406 0.398 -0.405 0.21
H -4.981 -1.725 -1.547 0.46
H -3.382 2.262 -1.692 0.42
H -5.808 0.875 -3.076 0.35
H -1.863 0.722 -0.449 0.38
C -1.461 -4.127 -4.682 -1.44
C -4.204 -1.076 -1.956 -0.82
H -1.568 4.057 4.640 0.38
S 0.949 -4.722 -3.427 -0.29
H -0.099 5.027 4.764 0.35
H 2.928 3.344 2.217 0.49
N 2.918 -3.692 -1.886 -0.64
C 3.353 -0.445 -0.315 -1.52
O -0.427 0.110 -3.936 -0.73
H -5.920 1.920 -1.658 0.42
H -2.629 -2.567 -1.934 0.41
C -0.192 -2.409 -3.244 -1.48
C -0.364 -3.629 -3.819 1.69
C 3.887 1.444 1.840 -1.21
H 2.755 0.454 -0.490 0.56
C -4.421 0.369 -1.502 0.59
H 1.802 2.725 5.550 0.38
H -1.057 -4.531 -5.609 0.46
C 2.712 2.283 2.358 -0.44
C 3.397 -0.233 3.482 -1.23
H 4.396 -0.275 -0.594 0.35
C 3.383 -2.678 -1.243 0.20
C 1.734 -3.499 -2.496 -0.05
H -3.273 1.215 -3.118 0.28
H -6.580 0.284 -1.604 0.41
H -0.450 3.799 5.981 0.34
H 4.337 -2.788 -0.749 0.39
H 1.811 2.024 1.775 0.29
C -0.517 4.035 4.921 -1.41
```

Values from the calculation:
- spin multiplicity = 1
- molecular weight (g mol⁻¹) = 495.67
- LUMO energy (hartree) = 0.017
- frontier orbital gap (eV) = 8.89
- SMILES = CCCN1CCN(C(=O)Cn2cnc3sc(C)c(S(=O)(=O)N4CCC(C)CC4)c3c2=O)CC1
- energy (a.u.) = -2229.27042
- energy relative to the best compared isomer or geometry (same formula, charge and spin) (kJ/mol) = 33.8

---

[2]
Here is C22H33N9OSScSiTe as an isolated structure from the Open Molecules 2025 dataset. Energies are from ωB97M-V/def2-TZVPD.

```
69
Properties=species:S:1:pos:R:3:mulliken_charge:R:1
H -0.882 2.176 -3.607 0.30
H -2.524 -4.831 0.055 0.46
S 0.482 2.152 2.096 -0.55
H -0.869 4.260 -3.044 0.41
H 2.157 2.744 4.405 0.41
H -3.253 3.311 0.866 0.30
C 2.453 1.845 -0.655 -0.50
H 2.265 -4.922 1.450 0.38
H 0.397 3.962 -1.866 0.25
O 0.080 -0.654 2.442 -0.27
H 0.510 -3.259 1.502 0.34
H -3.177 2.481 -3.145 0.35
N -2.637 0.626 1.819 -0.34
C 1.452 -3.018 1.021 -0.80
N 3.682 -3.744 0.447 -0.76
C 0.181 -1.411 -2.784 0.44
N -0.964 1.369 -0.925 0.69
N -0.225 -0.592 -1.798 0.56
N 4.158 0.435 -0.833 -0.93
C 1.380 -0.981 4.288 -0.19
H 2.572 -1.220 6.019 0.42
H 0.883 -2.921 -1.425 -0.13
C -0.622 0.685 -2.051 0.78
Si -1.765 2.915 -1.099 -0.11
N 1.991 0.669 -0.280 0.78
N 0.875 -0.133 3.365 0.19
C -0.180 0.320 -4.383 -0.85
C 2.177 -0.522 5.297 -0.89
H -3.706 -1.688 -1.067 0.33
C -3.350 2.691 -2.089 -1.12
H -2.387 4.752 0.368 0.42
C 1.137 1.201 3.351 0.88
H -4.256 -0.883 0.422 0.29
H -1.878 1.271 2.045 0.02
C -2.279 3.677 0.533 -0.99
H -4.621 -2.601 0.164 0.41
H -0.833 5.181 -1.551 0.43
C -3.893 -1.812 -0.003 -1.15
Sc 0.003 -0.125 0.404 -0.70
H 0.540 -1.657 -4.876 0.50
H 4.814 -2.248 -0.417 0.47
H -3.231 0.667 2.643 0.23
C 3.841 -2.510 -0.011 -0.65
C 1.947 1.685 4.395 -0.98
C 0.213 -0.981 -4.098 -0.83
H 1.368 -3.157 -3.110 0.47
C 2.459 0.848 5.350 -0.14
H 4.366 2.425 -1.310 0.20
H -1.576 3.542 1.352 0.25
H -0.156 0.680 -5.405 0.43
C 0.563 -2.821 -2.457 -1.06
H 1.902 2.769 -0.684 0.41
N 3.732 1.714 -0.989 0.12
H 1.096 -2.010 4.127 0.45
H 3.086 1.248 6.135 0.39
C -0.593 1.162 -3.381 -0.81
C -0.665 4.188 -1.974 -1.19
C 3.068 -0.171 -0.398 0.25
H -0.290 -3.479 -2.623 0.26
C 2.858 -1.534 0.002 0.04
H -3.156 1.063 1.064 0.16
H -3.935 1.864 -1.681 0.27
H -0.821 -4.402 -0.227 0.30
C -1.848 -4.050 -0.283 -1.08
N 1.571 -1.769 0.472 1.55
H -3.964 3.593 -2.026 0.40
Te -2.081 -2.342 0.966 0.45
C 2.440 -3.952 1.002 -0.70
H -2.081 -3.772 -1.308 0.26
```

Values from the calculation:
- spin multiplicity = 2
- molecular weight (g mol⁻¹) = 672.28
- LUMO energy (alpha / beta) (hartree) = 0.011 / 0.011
- <S²> = 0.767
- frontier orbital gap (alpha / beta) (eV) = 5.47 / 8.03
- energy (a.u.) = -3142.75715
- energy relative to the best compared isomer or geometry (same formula, charge and spin) (kJ/mol) = 69.7

---

[3]
Here is C22H34AsF6K2N7O13S as an isolated structure in a non-equilibrium geometry from the Open Molecules 2025 dataset. Energies are from ωB97M-V/def2-TZVPD.

```
86
Properties=species:S:1:pos:R:3:mulliken_charge:R:1
H -4.602 -1.575 -1.894 0.47
C 2.253 1.638 5.841 -0.77
H -6.626 2.135 -0.810 0.43
H -7.299 -1.914 -1.532 0.43
H 3.489 -2.125 -0.190 0.31
H 2.934 -2.071 3.971 0.47
H 5.237 -0.524 -4.536 0.45
H -1.770 -0.689 3.238 0.19
C -1.853 -0.200 -4.116 -0.18
C 3.151 -2.516 3.015 -0.37
H 0.537 -2.648 -3.619 0.20
N 1.241 -4.031 -2.210 0.99
H 2.795 -0.798 1.811 0.17
C 0.892 1.682 4.058 1.26
O -3.771 2.426 1.099 -0.55
K 0.159 -3.895 1.927 0.97
N 3.184 -1.722 1.886 0.24
C -6.280 1.140 -1.022 -0.90
C -2.448 4.262 0.564 -0.67
F 1.284 0.223 0.656 -0.43
O 3.796 4.751 1.967 -0.58
H -0.410 1.202 -3.173 0.09
H 3.357 -4.614 3.322 0.41
S -0.642 -0.109 -6.199 1.15
H 2.765 2.893 4.133 0.36
C -6.652 -1.071 -1.362 -0.72
N 3.313 -0.373 -1.919 0.35
O 0.556 -0.542 -6.856 -0.54
H -0.498 0.120 4.871 0.51
C 5.469 -0.242 -2.344 -0.87
As -0.372 -0.058 0.155 2.18
H 4.537 0.347 -0.365 0.50
C 3.446 -0.539 -3.276 -0.55
H 1.282 4.422 0.644 0.35
C 3.436 -2.517 0.814 -0.33
F -2.049 -0.383 -0.300 -0.60
O -2.222 2.981 2.470 -0.52
C 0.355 0.766 4.957 -1.44
C 3.436 -3.817 2.596 -0.81
H -1.999 -0.655 -3.143 -0.02
N -7.210 0.121 -1.034 0.07
C 4.541 0.004 -1.386 -0.32
H 6.541 -0.155 -2.263 0.43
C 3.522 -3.821 1.194 -0.61
H 2.618 -0.628 -3.959 0.47
H -2.762 0.032 -4.670 0.44
C 1.821 3.787 1.347 -0.66
H 2.429 -0.369 -1.443 0.15
C 2.076 2.211 4.608 -0.57
H -1.741 2.013 -4.089 0.29
H -0.595 -2.924 -2.239 0.14
H 1.569 3.938 2.388 0.40
C 4.788 -0.495 -3.556 -0.66
C 0.122 -3.366 -2.921 -0.61
C -2.470 -1.926 4.216 0.66
C -5.082 0.529 -1.354 -0.24
H -3.062 4.172 -0.324 0.31
O -2.617 -0.625 3.739 -0.47
O 3.785 3.628 0.146 -0.56
H -2.523 5.190 1.119 0.30
N 3.264 4.062 1.137 0.99
H 1.269 -0.004 6.684 0.24
N -2.832 3.133 1.442 1.04
O -0.305 1.217 -5.237 -0.40
H -1.404 4.073 0.319 0.10
H 0.463 1.932 3.102 -0.11
O 2.331 -3.539 -2.334 -0.48
O -3.290 -2.351 5.040 -0.73
H -4.129 1.031 -1.424 0.60
N 1.231 0.747 6.018 0.05
K -4.187 -0.472 1.373 0.93
F 0.170 -0.225 -1.486 -0.46
O 0.987 -5.010 -1.537 -0.62
H 1.526 2.788 1.026 0.04
O -1.861 0.094 -6.916 -0.57
C -5.314 -0.814 -1.616 -0.29
F -0.894 0.130 1.809 -0.58
F -0.754 1.641 -0.058 -0.49
H 3.696 -4.661 0.542 0.48
F -0.127 -1.793 0.423 -0.53
H 3.015 1.674 6.601 0.41
H -0.298 -4.156 -3.545 0.38
O -0.955 -0.978 -4.893 -0.26
H -8.179 0.212 -0.780 0.19
C -1.071 1.154 -4.032 0.04
O -1.511 -2.562 3.693 -0.58
```

Values from the calculation:
- spin multiplicity = 1
- molecular weight (g mol⁻¹) = 903.72
- LUMO energy (hartree) = -0.022
- frontier orbital gap (eV) = 7.23
- energy (a.u.) = -6653.08235

---

[4]
Here is C22H34BNiO3Si2 as an isolated structure from the Open Molecules 2025 dataset. Energies are from ωB97M-V/def2-TZVPD.

```
63
Properties=species:S:1:pos:R:3:mulliken_charge:R:1
C -2.737 0.157 -0.551 -1.45
H 2.836 2.658 -3.843 0.34
C -1.248 4.812 1.665 -0.30
Si 0.531 3.574 -0.360 0.54
H 2.577 3.527 -2.330 -0.39
C -2.455 4.907 2.344 -0.63
H -4.433 4.093 2.568 0.37
C -1.046 3.841 0.682 0.40
H -1.454 -6.203 3.216 0.44
H 5.017 3.476 -2.928 0.38
H -2.595 5.663 3.109 0.36
O 0.068 -0.882 0.102 -0.72
C 0.142 -7.012 1.205 -2.20
H 2.682 1.295 -1.378 0.28
H 0.282 5.717 -1.674 0.27
C -2.088 2.945 0.380 0.01
H 0.441 -5.906 -0.983 0.41
C 1.124 -5.373 2.784 -1.63
C 1.911 3.223 0.933 -1.31
O 2.382 1.470 -2.283 -0.40
H 1.043 -6.115 3.584 0.44
H -0.134 -2.862 2.013 0.45
C 0.354 -2.581 -1.330 1.06
C 0.985 5.362 -0.915 -1.48
C 3.039 2.644 -2.772 0.43
H 4.725 2.599 -1.427 0.33
C 4.528 2.598 -2.502 -1.27
H -4.111 2.363 0.848 0.26
B 0.229 -0.328 -1.220 0.74
H -2.156 -5.599 1.704 0.37
H 2.898 3.137 0.458 0.22
C -2.528 2.339 -2.575 -1.39
H -2.411 -0.273 0.399 0.30
H -2.110 3.303 -2.872 0.32
Si -1.682 1.683 -0.995 1.09
C 0.035 -3.176 0.990 -0.87
H -0.638 -7.235 0.474 0.43
H -0.450 5.508 1.911 0.25
O 0.416 -1.457 -2.089 -0.72
C 0.143 -4.533 0.639 0.32
C 0.465 -3.898 -1.701 -1.77
C -3.487 4.023 2.042 -0.53
H -1.479 -4.469 2.875 0.33
H 1.063 -4.382 3.234 0.32
H -2.635 -0.616 -1.319 0.34
H -2.409 1.641 -3.408 0.33
H 4.976 1.704 -2.938 0.31
H 2.109 -5.470 2.323 0.36
H -3.600 2.472 -2.394 0.29
Ni 0.401 1.601 -1.516 -0.21
H 1.113 -7.181 0.734 0.42
C 0.356 -4.867 -0.694 -0.23
H 1.990 5.423 -1.344 0.39
C -1.350 -5.455 2.426 -1.65
C 0.018 -5.586 1.742 2.28
H 1.713 2.285 1.459 0.29
H 0.949 6.063 -0.073 0.41
H 0.041 -7.722 2.030 0.43
C -3.300 3.051 1.069 -0.61
C 0.143 -2.230 0.000 0.13
H 1.980 4.024 1.677 0.39
H 0.628 -4.178 -2.734 0.41
H -3.800 0.409 -0.468 0.48
```

Values from the calculation:
- spin multiplicity = 1
- molecular weight (g mol⁻¹) = 472.19
- LUMO energy (hartree) = 0.095
- frontier orbital gap (eV) = 6.01
- energy (a.u.) = -3196.72161
- energy relative to the best compared isomer or geometry (same formula, charge and spin) (kJ/mol) = 36.7
- net charge = -1

---

[5]
Here is C22H34Cl2N5O4Sc as an isolated structure in a non-equilibrium geometry from the Open Molecules 2025 dataset. Energies are from ωB97M-V/def2-TZVPD.

```
68
Properties=species:S:1:pos:R:3:mulliken_charge:R:1
H -1.697 -3.990 0.239 0.25
C 0.783 -4.989 -1.901 -0.93
H -3.713 -1.234 -1.837 0.43
H 4.644 1.357 -2.772 0.33
H -2.444 -2.840 5.133 0.36
C -2.852 1.395 -2.017 0.27
H 3.389 2.550 -0.038 0.34
C -2.622 -1.157 -1.951 -1.16
C 0.614 0.162 3.292 1.00
H -4.925 1.992 -1.901 0.40
C -0.776 0.311 -2.908 0.39
H 1.505 -4.347 -2.415 0.28
C -1.087 1.867 -4.841 -0.12
C -0.860 3.081 -5.498 -0.74
N 1.740 0.832 2.904 -0.14
C -1.304 -1.117 2.731 0.06
H 0.872 2.345 -2.070 0.18
H -2.210 -1.883 -2.697 0.31
H -2.401 2.376 -2.223 0.23
C 2.765 -0.373 -0.994 -0.01
Cl 0.645 2.360 0.392 -0.40
H 3.647 1.035 0.914 0.17
O -2.047 -1.690 1.926 -0.60
O 0.230 0.064 -1.955 0.40
H -3.313 -2.347 3.650 0.29
H 1.312 4.509 -3.230 0.42
C -1.052 -4.768 -0.191 -0.92
H 1.983 1.040 1.929 -0.04
C 3.884 1.569 -0.011 -0.88
H 2.312 1.226 3.640 0.18
H -2.220 -1.493 -0.983 -0.04
N -0.005 -4.151 -1.019 0.37
H -4.570 0.507 -0.966 0.26
C -0.757 -0.719 5.012 -0.26
C 0.418 2.567 -3.047 0.67
C -4.169 1.500 -1.258 -1.36
H 1.040 0.412 5.401 0.37
H -0.593 -5.363 0.613 0.30
H 2.768 -1.064 -1.866 0.55
N -1.572 -1.234 4.072 0.16
Cl -2.215 0.685 0.611 -0.37
C -2.734 -1.980 4.508 -1.11
H 1.307 -5.759 -1.323 0.32
H 4.971 1.704 -0.088 0.37
C 3.583 1.365 -2.485 -1.00
N 3.415 0.779 -1.163 0.33
O -0.368 -2.144 -0.086 -0.52
O 2.160 -0.652 0.079 -0.70
H -4.096 2.142 -0.356 0.30
H -1.612 -5.456 -0.838 0.35
H 3.234 2.407 -2.460 0.30
H -0.748 -0.519 -3.649 0.36
H -1.353 3.265 -6.456 0.37
C 0.347 -0.003 4.677 -1.21
H 2.985 0.787 -3.198 0.37
C -2.233 0.249 -2.354 0.17
C -0.459 1.625 -3.617 -0.78
H -3.386 -1.350 5.137 0.37
Sc 0.024 -0.046 0.114 -0.29
C 0.639 3.782 -3.699 -1.12
H 0.180 4.985 -5.442 0.37
H -1.031 -0.905 6.044 0.44
N -0.206 -0.362 2.370 0.70
C 0.217 -2.841 -0.953 0.55
H -1.767 1.094 -5.232 0.37
H 0.117 -5.468 -2.627 0.33
H 0.905 -2.405 -1.709 -0.21
C 0.000 4.035 -4.927 -0.43
```

Values from the calculation:
- spin multiplicity = 1
- molecular weight (g mol⁻¹) = 548.41
- LUMO energy (hartree) = 0.006
- frontier orbital gap (eV) = 7.22
- energy (a.u.) = -3114.78073
- energy relative to the best compared isomer or geometry (same formula, charge and spin) (kJ/mol) = 0.0

---

[6]
Here is C22H34ErNO3P3 as an isolated structure in a non-equilibrium geometry from the Open Molecules 2025 dataset. Energies are from ωB97M-V/def2-TZVPD.

```
64
Properties=species:S:1:pos:R:3:mulliken_charge:R:1
H 2.194 -3.669 -3.386 0.40
H 1.790 0.775 4.310 0.33
H 1.373 1.778 -3.302 0.31
H 1.799 -5.762 -2.114 0.39
H 1.816 -1.280 -3.693 0.58
P 2.097 0.047 -1.741 1.42
C -2.273 -2.627 0.596 0.77
H 0.235 -0.652 -3.133 0.25
H -0.659 4.659 3.772 0.30
C 3.716 -0.758 -1.689 -1.33
C 1.701 0.013 3.515 -0.75
H -3.490 3.238 0.011 0.52
C -1.116 -3.553 0.889 -1.08
H -3.549 1.275 -1.591 0.67
H -5.502 -1.886 1.471 0.39
N -0.726 -1.338 -0.732 0.48
O 1.111 2.283 1.222 0.01
H -0.638 2.601 -2.500 0.26
H -2.222 3.482 1.297 0.46
H -0.261 3.717 -1.149 0.31
H -2.088 0.372 -2.184 0.32
C -2.771 2.748 0.685 -1.45
H -0.551 -3.124 1.707 0.27
H 0.680 4.617 2.565 0.33
C -3.529 -2.765 1.190 -1.04
H 2.644 -0.051 2.949 0.26
C 1.483 -3.669 -2.554 -0.71
H 2.641 3.674 1.330 0.30
C -2.669 0.687 -1.306 -1.10
C -3.024 -0.533 -0.462 -0.32
H 2.800 2.348 2.556 0.32
O 0.370 2.847 3.721 -0.27
H 2.316 0.088 -0.084 -0.30
C 0.356 4.297 3.567 -0.69
C -0.245 -3.671 -0.340 0.94
H -5.037 0.092 0.021 0.43
H 3.144 2.033 0.822 0.18
C 2.526 2.607 1.523 -0.75
C -2.031 -1.530 -0.248 0.44
C 1.284 -4.844 -1.819 -0.69
H 1.454 -0.953 3.969 0.26
H 2.924 2.198 -2.509 0.34
Er 0.320 0.318 0.304 -0.07
H 1.052 4.642 4.333 0.25
O 0.582 0.304 2.595 -0.17
P -1.616 1.898 -0.391 1.23
C -1.048 3.099 -1.607 -1.28
C -4.273 -0.690 0.155 -0.62
H -1.925 3.709 -1.858 0.47
C -0.080 -2.513 -1.121 0.14
H 2.880 0.936 -3.789 0.52
P -0.129 1.911 2.504 0.27
H -3.263 2.026 1.343 0.32
C 0.410 -4.843 -0.720 -1.09
C 1.163 -1.152 -2.820 -1.29
C -4.518 -1.788 0.992 -0.81
H -3.741 -3.594 1.872 0.42
C 0.856 -2.476 -2.179 0.29
C 2.335 1.385 -2.949 -1.43
H 3.559 -1.813 -1.481 0.37
H 0.296 -5.751 -0.125 0.42
H 4.305 -0.309 -0.887 0.37
H -1.422 -4.513 1.330 0.52
H 4.182 -0.597 -2.657 0.42
```

Values from the calculation:
- spin multiplicity = 4
- molecular weight (g mol⁻¹) = 620.70
- LUMO energy (alpha / beta) (hartree) = -0.119 / -0.117
- <S²> = 3.755
- frontier orbital gap (alpha / beta) (eV) = 5.52 / 5.55
- energy (a.u.) = -3178.03511
- net charge = +1